# C2H12N2O4

A cluster of 4 separate species, C2H12N2O4 in total (ωB97M-V/def2-TZVPD, OMol25).

```
20
Properties=species:S:1:pos:R:3:lowdin_charge:R:1
O 1.235 -1.426 -2.666 -0.0659
H -0.921 -1.083 -0.101 -0.0166
O -0.067 0.016 0.989 -0.0119
H 0.981 2.626 -0.344 0.1285
H -1.185 2.883 0.430 0.1005
C -0.086 1.150 0.498 -0.5956
H -2.089 -2.137 1.311 0.0201
C 2.356 1.079 0.093 -0.0456
H 0.369 -1.080 -2.944 0.0513
H 3.134 1.814 -0.050 0.0825
H 2.447 0.218 -0.566 0.0777
H -2.062 1.422 0.702 0.1136
H 0.044 -1.659 -1.042 0.0021
O -0.901 -1.731 -0.833 -0.0868
N 1.019 1.649 -0.102 0.0184
H 2.384 0.754 1.124 0.0820
H -1.295 -1.050 1.990 -0.0050
N -1.229 1.883 0.378 0.1781
O -2.106 -1.579 2.101 -0.0817
H 1.147 -2.354 -2.924 0.0542
```

Results
SMILES string = CNC(N)=O.O.O.O
E_HOMO = -0.376 Ha
Net charge = 0
ΔE to the lowest compared entry with this formula, charge and spin = 0.572 eV
Gap between HOMO and LUMO = 10.72 eV



# C2H12N3Si

The ion C2H12N3Si with charge +1 (ωB97M-V/def2-TZVPD, OMol25).

```
18
Properties=species:S:1:pos:R:3:lowdin_charge:R:1
H -2.874 0.743 0.391 0.0156
C -2.055 0.894 -0.276 -0.1368
H 1.246 0.258 1.407 -0.0005
H 0.436 -0.549 2.603 0.1583
H 1.057 0.084 -1.966 0.1155
H 2.563 -0.769 -0.198 0.0801
H -0.156 0.951 1.926 0.0913
N 0.327 0.082 1.749 0.0792
C 1.058 0.322 -0.858 -0.3221
H -1.879 1.970 -0.471 0.0503
H -1.949 -2.485 -0.218 0.1421
H 3.109 0.673 -0.277 0.1474
H -0.370 -2.581 -0.907 0.0319
Si -0.528 -0.345 -0.026 0.6423
N 2.209 0.149 -0.014 -0.0837
N -1.015 -1.910 -0.512 -0.0822
H -2.381 0.476 -1.212 0.0155
H 0.788 1.340 -0.842 0.0560
```

Results
SMILES string = C[Si@](N)([NH3+])CN
E_HOMO = -0.524 Ha
Net charge = +1
ΔE to the lowest compared entry with this formula, charge and spin = 0.144 eV
Gap between HOMO and LUMO = 11.10 eV



# C2H12N4O4Rb

A structure of composition C2H12N4O4Rb (ωB97M-V/def2-TZVPD, OMol25).

```
23
Properties=species:S:1:pos:R:3:lowdin_charge:R:1
H 4.441 -12.948 13.198 0.1018
N 5.045 -12.414 13.792 0.1600
Rb 7.931 -10.073 16.453 1.1088
H 6.576 -10.766 11.472 0.1129
H 11.921 -11.328 16.739 0.1057
H 8.252 -7.183 15.701 0.0300
O 6.805 -10.987 13.983 -0.1015
H 5.075 -11.657 11.433 0.1040
H 11.883 -13.269 13.896 0.1002
N 11.143 -12.590 13.855 0.1662
H 7.057 -9.404 19.678 0.0497
H 6.540 -8.121 19.035 0.0532
H 10.289 -12.782 13.364 0.1098
C 5.974 -11.539 13.266 -0.6551
C 11.014 -11.738 14.928 -0.6544
H 7.038 -6.292 15.890 0.0552
O 10.151 -10.866 14.971 -0.1180
N 11.973 -11.864 15.895 0.1639
H 12.699 -12.557 15.849 0.1038
O 7.474 -7.068 16.257 -0.1005
O 6.969 -8.958 18.829 -0.1668
N 5.898 -11.355 11.919 0.1700
H 5.061 -12.404 14.793 0.1012
```

Results
E_HOMO = -0.481 Ha
Net charge = +1
ΔE to the lowest compared entry with this formula, charge and spin = 0.000 eV
Gap between HOMO and LUMO = 10.39 eV



# C2H12NO2

A cluster of 3 separate species, C2H12NO2 in total (ωB97M-V/def2-TZVPD, OMol25).

```
17
Properties=species:S:1:pos:R:3:lowdin_charge:R:1
H 0.107 0.122 -1.234 0.1645
H -0.873 1.133 -0.472 0.1606
H 0.366 3.365 -3.121 0.0326
N -0.221 0.372 -0.303 0.1961
C -1.025 -0.675 1.824 -0.0646
H 2.827 -1.839 0.768 0.0550
H -1.832 -1.326 2.148 0.0954
O 0.411 2.473 -3.462 -0.0578
C -1.068 -0.741 0.309 -0.1785
H 0.140 2.569 -4.371 0.0361
H 2.415 -1.753 2.141 0.0768
H 0.510 0.736 0.294 0.1571
H -1.173 0.345 2.185 0.0911
O 2.070 -1.481 1.257 -0.0748
H -0.052 -1.025 2.154 0.0569
H -2.080 -0.659 -0.072 0.1299
H -0.521 -1.616 -0.045 0.1237
```

Results
E_HOMO = -0.549 Ha
Net charge = +1
ΔE to the lowest compared entry with this formula, charge and spin = 0.763 eV
Gap between HOMO and LUMO = 11.69 eV